(1)
C3H8IN2O | the ωB97M-V functional and the def2-TZVPD basis

Last column: natural (NBO) charge in e.
Geometry (Å):
C1 -0.1248 2.3281 -0.2522  0.86
C2 1.7266 -1.0448 -0.1034  -0.45
C3 -0.8031 -0.4043 -0.0789  -0.37
N1 -1.2809 2.5972 -0.2084  -0.68
N2 0.4222 -0.5374 0.6110  -0.63
O1 0.9528 1.9328 -0.0617  -0.57
I1 -2.0862 -2.3433 -0.1847  0.44
H1 1.7641 -0.9708 -1.2226  0.24
H2 2.5145 -0.3057 0.2811  0.24
H3 1.9530 -2.0720 0.0243  0.24
H4 -0.5790 -0.2332 -1.0770  0.15
H5 -3.3637 -1.9448 0.7194  0.14
H6 -1.9424 3.2072 -0.6643  0.46
H7 0.5312 0.5233 0.5803  0.48
H8 0.3158 -0.7323 1.6372  0.45

Cartesian forces (eV/Å) of the 2 atoms listed first:
-2.35 1.25 0.36
0.89 2.31 0.25

Results
Charge: +1
Multiplicity: 1
HOMO: -0.4504 hartree
ΔE to the lowest compared entry with this formula, charge and spin: 445.8 kJ/mol
Lowest unoccupied orbital energy: -3.71 eV

(2)
C35H36F6N7O4 | the ωB97M-V functional and the def2-TZVPD basis

Last column: Löwdin charge in e.
Geometry (Å):
C1 -2.4708 -4.2220 3.6118  0.07
C2 -2.6610 -4.5606 2.3195  -0.11
N1 -2.2634 -3.7341 1.2150  0.02
C3 -3.3114 -3.2671 0.3080  -0.14
O1 -4.3218 -2.6209 1.0300  -0.02
C4 -4.7643 -1.4540 0.4329  -0.22
C5 -5.2073 -1.4148 -0.8724  0.01
C6 -5.6112 -0.2552 -1.4741  -0.27
C7 -6.0463 -0.3063 -2.9331  -0.03
C8 -5.5975 0.9278 -0.7620  -0.03
C9 -5.1845 0.8887 0.5471  -0.03
C10 -4.7573 -0.2723 1.1419  -0.14
C11 -4.2788 -0.2693 2.5914  -0.34
C12 -5.4787 -0.1385 3.5719  -0.04
C13 -3.2722 0.8729 2.8826  -0.06
C14 -0.9875 -3.4313 1.0659  -0.25
N2 -0.5324 -2.6183 0.0571  0.25
C15 0.7631 -2.5462 0.2232  -0.19
C16 1.5995 -1.6890 -0.7307  -0.16
O2 2.7755 -1.9272 -0.8200  0.20
C17 0.8187 -0.6108 -1.5424  -0.37
F1 -0.0646 -1.1735 -2.3709  0.17
F2 0.0755 0.0642 -0.6253  0.13
C18 1.6995 0.4549 -2.2729  -0.35
F3 2.8137 0.7661 -1.6096  0.17
F4 0.9599 1.5952 -2.3055  0.15
C19 2.0030 0.1254 -3.7653  -0.38
F5 2.5763 -1.0767 -3.8619  0.17
F6 0.8823 0.1899 -4.5018  0.14
C20 2.9473 1.2759 -4.2980  -0.39
O3 4.1398 1.1970 -4.2014  0.20
O4 2.2804 2.3348 -4.8352  0.12
N3 1.1923 -3.2625 1.2640  0.16
N4 0.0703 -3.8061 1.7860  0.18
H1 -2.8219 -3.2993 4.0747  0.08
H2 -1.9809 -4.9557 4.2554  0.08
H3 -3.1438 -5.5088 2.0648  0.13
H4 -2.9325 -2.6241 -0.4893  0.14
H5 -3.7246 -4.1631 -0.1812  0.15
H6 -5.1978 -2.3523 -1.4283  0.13
H7 -7.0391 0.1208 -3.0743  0.08
H8 -5.9822 -1.3327 -3.3028  0.07
H9 -5.2938 0.2486 -3.5079  0.09
H10 -5.9229 1.8432 -1.2440  0.12
H11 -5.2141 1.8289 1.0892  0.12
H12 -3.7785 -1.2277 2.7628  0.10
H13 -5.1977 0.3317 4.5174  0.07
H14 -6.2175 0.5117 3.0898  0.08
H15 -5.9467 -1.1058 3.7794  0.08
H16 -3.1956 0.9904 3.9680  0.07
H17 -2.2789 0.6237 2.4932  0.07
H18 -3.6115 1.8275 2.4740  0.07
H19 1.9553 2.9094 -4.1274  0.13
H20 2.1454 -3.3765 1.5823  0.20
H21 0.0597 -4.4284 2.5822  0.18
N5 2.6484 -0.0723 3.8507  0.06
C21 3.1825 1.1014 4.1876  -0.13
C22 3.4402 2.1202 3.2808  -0.05
C23 3.1292 1.9061 1.9489  -0.05
C24 2.5750 0.6905 1.5777  -0.06
C25 2.3570 -0.2531 2.5650  -0.17
H22 3.4126 1.2239 5.2396  0.11
H23 3.8724 3.0527 3.6151  0.07
H24 3.3153 2.6747 1.2092  0.11
H25 2.3205 0.4876 0.5539  0.06
H26 1.9213 -1.2147 2.3250  0.07
N6 4.7546 4.4334 5.3951  0.04
C26 4.9771 4.1714 6.6840  -0.15
C27 6.2173 4.2862 7.2917  -0.07
C28 7.2917 4.6932 6.5186  -0.07
C29 7.0842 4.9693 5.1774  -0.07
C30 5.8034 4.8256 4.6692  -0.16
H27 4.1083 3.8540 7.2505  0.10
H28 6.3370 4.0625 8.3428  0.10
H29 8.2771 4.7943 6.9552  0.11
H30 7.8965 5.2894 4.5396  0.10
H31 5.5947 5.0347 3.6248  0.10
N7 -0.2653 -0.2548 -9.3335  0.06
C31 0.1533 -0.1703 -8.0721  -0.15
C32 1.4740 -0.3352 -7.6858  -0.07
C33 2.4157 -0.6073 -8.6647  -0.08
C34 2.0010 -0.7010 -9.9824  -0.07
C35 0.6550 -0.5155 -10.2614  -0.15
H32 -0.6181 0.0412 -7.3389  0.10
H33 1.7553 -0.2531 -6.6478  0.07
H34 3.4580 -0.7440 -8.4043  0.11
H35 2.7035 -0.9123 -10.7768  0.10
H36 0.2850 -0.5762 -11.2789  0.10

Cartesian forces (eV/Å) of the 2 atoms listed first:
0.13 -0.12 -0.03
0.45 -0.44 0.18

Results
Charge: +1
Multiplicity: 1
HOMO: -0.4046 hartree
Lowest unoccupied orbital energy: -4.54 eV

(3)
C31H33Cl5HfN4OP | the ωB97M-V functional and the def2-TZVPD basis

Last column: Löwdin charge in e.
Geometry (Å):
Hf1 0.0226 -0.0331 -0.8994  1.36
Cl1 -4.2464 1.6047 -6.6646  0.66
C1 -3.5212 1.1922 -5.1623  -0.72
C2 -2.1375 1.1410 -5.0414  -0.69
Cl2 -1.1345 1.4633 -6.3985  0.69
C3 -1.5629 0.8278 -3.8046  -0.55
Cl3 0.1452 0.7630 -3.5638  0.82
C4 -2.3379 0.5351 -2.6637  -0.47
O1 -1.8115 0.2126 -1.5380  -0.24
C5 -3.7401 0.5999 -2.8263  -0.59
Cl4 -4.7080 0.2652 -1.4455  0.74
C6 -4.3203 0.9230 -4.0539  -0.70
Cl5 -6.0292 0.9976 -4.1910  0.68
N1 2.1072 0.6054 1.3939  -0.07
P1 0.4336 1.0960 1.6629  0.89
C7 0.7055 0.4558 3.6478  -0.28
C8 0.1530 1.4498 4.4482  -0.17
C9 0.0086 1.3153 5.8153  -0.13
C10 0.4143 0.1427 6.4263  -0.14
C11 0.9627 -0.8681 5.6560  -0.13
C12 1.1123 -0.7123 4.2863  -0.12
C13 -0.3985 -0.5107 1.2181  -0.45
C14 -1.7127 -0.5941 1.7451  -0.15
C15 -2.2206 -1.7420 2.2720  -0.13
C16 -1.3828 -2.8929 2.3761  -0.14
C17 -0.1730 -2.9444 1.7925  -0.10
C18 0.3581 -1.8237 0.9582  -0.35
C19 2.8288 0.3837 0.2839  -0.35
C20 4.2377 0.3968 0.3704  -0.02
C21 5.0115 0.0718 -0.7124  -0.08
C22 4.3587 -0.2467 -1.9167  -0.09
C23 2.9907 -0.1900 -1.9509  -0.16
N2 2.2035 0.1372 -0.9093  -0.04
H1 2.6335 0.6613 2.2575  0.09
H2 -0.1752 2.3618 3.9595  0.06
H3 -0.4265 2.1100 6.4088  0.08
H4 0.2971 0.0148 7.4955  0.08
H5 1.2711 -1.7889 6.1387  0.08
H6 1.5465 -1.5239 3.7140  0.08
H7 -2.2795 0.3325 1.7962  0.10
H8 -3.2114 -1.7681 2.6989  0.08
H9 -1.7301 -3.7206 2.9834  0.10
H10 0.4991 -3.7770 1.9750  0.10
H11 1.4286 -1.7001 1.1996  0.11
H12 4.6894 0.6329 1.3233  0.11
H13 6.0885 0.0456 -0.6417  0.10
H14 4.9190 -0.5544 -2.7851  0.09
H15 2.4659 -0.4314 -2.8704  0.07
C24 -0.9712 3.6929 -0.7979  -0.05
C25 0.3630 3.1264 -0.2700  -0.70
C26 0.7773 3.9320 0.9726  -0.10
C27 1.4476 3.3132 -1.3503  -0.07
N3 0.1997 1.7308 0.0470  -0.37
H16 -0.8798 4.7508 -1.0484  0.07
H17 -1.7324 3.5680 -0.0291  0.08
H18 -1.2952 3.1459 -1.6846  0.06
H19 1.0218 4.9629 0.7146  0.07
H20 1.6401 3.4608 1.4418  0.06
H21 -0.0422 3.9185 1.6874  0.06
H22 1.5589 4.3711 -1.5884  0.07
H23 1.1782 2.7773 -2.2583  0.02
H24 2.4017 2.9314 -0.9915  0.07
C28 -0.4334 -2.5170 -2.7315  -0.07
C29 -0.4892 -2.9001 -1.2317  -0.63
C30 0.0341 -4.3513 -1.1099  -0.05
C31 -1.9767 -2.8751 -0.8141  -0.04
N4 0.3727 -1.9639 -0.5383  -0.17
H25 -0.8053 -3.3415 -3.3446  0.09
H26 0.5960 -2.3017 -3.0291  0.07
H27 -1.0630 -1.6488 -2.9304  0.03
H28 -0.6288 -5.0383 -1.6342  0.07
H29 0.0754 -4.6473 -0.0670  0.06
H30 1.0341 -4.4239 -1.5339  0.07
H31 -2.5921 -3.3325 -1.5917  0.08
H32 -2.2895 -1.8424 -0.6661  0.05
H33 -2.1312 -3.4168 0.1144  0.07

Cartesian forces (eV/Å) of the 2 atoms listed first:
0.28 1.38 0.34
-0.02 0.03 -0.19

Results
Charge: -1
Multiplicity: 1
HOMO: -0.0903 hartree
ΔE to the lowest compared entry with this formula, charge and spin: 538.1 kJ/mol
Lowest unoccupied orbital energy: 2.01 eV

(4)
C2H8N5 | the ωB97M-V functional and the def2-TZVPD basis

Last column: natural (NBO) charge in e.
Geometry (Å):
C1 2.8612 0.7423 0.1631  -0.01
C2 -0.5235 0.5994 0.0378  -0.23
N1 1.8943 0.0596 -0.2312  -0.24
N2 1.1721 -0.9134 0.1351  -0.04
N3 -0.1132 -0.7474 0.0768  0.09
N4 -1.9293 0.8070 -0.2086  -0.70
N5 -1.0077 -1.7422 0.0300  -0.64
H1 3.2121 1.4535 -0.5593  0.20
H2 3.3021 0.8146 1.1401  0.19
H3 0.2582 1.1002 -0.4972  0.23
H4 -2.3799 0.1574 -0.9463  0.42
H5 -2.3925 0.5459 0.6964  0.46
H6 -1.6749 -1.9203 0.8031  0.39
H7 -0.5927 -2.6681 0.0022  0.42
H8 -2.0864 1.7114 -0.6420  0.47

Cartesian forces (eV/Å) of the 2 atoms listed first:
0.22 0.63 0.39
0.81 -1.69 0.42

Results
Charge: +1
Multiplicity: 1
HOMO (spin up / spin down): -0.4336 / -0.4336 hartree
ΔE to the lowest compared entry with this formula, charge and spin: 622.9 kJ/mol
Lowest unoccupied orbital energy (spin up / spin down): -3.77 / -3.77 eV

(5)
C6H12BN | the ωB97M-V functional and the def2-TZVPD basis

Last column: natural (NBO) charge in e.
Geometry (Å):
B1 -0.8616 -0.8069 0.0598  0.75
C1 -2.2443 -0.1570 -0.2510  -0.49
C2 -2.1000 1.1651 -0.1490  -0.15
C3 -0.6985 1.5367 0.2123  -0.25
C4 -0.4451 -2.3333 0.0654  -0.95
C5 2.2578 0.5127 -0.6024  -0.61
C6 1.3916 0.2924 0.6404  -0.19
N1 -0.0142 0.2687 0.3316  -0.62
H1 -3.1862 -0.6175 -0.5064  0.21
H2 -2.8466 1.9304 -0.2937  0.20
H3 -0.2441 2.1674 -0.5622  0.20
H4 -0.6599 2.0952 1.1571  0.20
H5 -0.0661 -2.6291 -0.9123  0.24
H6 -1.2863 -2.9859 0.2854  0.23
H7 0.3400 -2.5535 0.7862  0.22
H8 2.0517 1.4819 -1.0506  0.20
H9 3.3117 0.4718 -0.3391  0.21
H10 2.0477 -0.2596 -1.3379  0.21
H11 1.6601 -0.6646 1.0945  0.20
H12 1.5924 1.0852 1.3720  0.18

Cartesian forces (eV/Å) of the 2 atoms listed first:
-0.17 -0.63 -0.06
-0.24 -0.06 -0.09

Results
Multiplicity: 1
SMILES: CCN1CC=CB1C
HOMO: -0.3322 hartree
ΔE to the lowest compared entry with this formula, charge and spin: 0.0 kJ/mol
Lowest unoccupied orbital energy: 0.86 eV

(6)
C5H6N4 | the ωB97M-V functional and the def2-TZVPD basis

Last column: natural (NBO) charge in e.
Geometry (Å):
C1 -1.4745 -0.9336 0.3434  -0.28
C2 -0.6970 0.1867 0.9026  0.18
C3 -0.9957 -1.8066 -0.5379  -0.05
C4 1.3748 0.7273 -0.2609  0.13
C5 0.4616 1.8543 0.3765  -0.29
N1 0.0468 -1.9425 -1.4471  -0.28
N2 1.1865 -0.1675 -1.1190  -0.23
N3 -0.8555 1.4484 0.8064  -0.44
N4 1.0655 -1.2417 -1.7883  0.08
H1 -2.4924 -0.9450 0.7363  0.24
H2 0.1509 -0.1017 1.4228  0.13
H3 -1.6577 -2.6910 -0.6539  0.21
H4 2.4952 0.7569 0.2459  0.17
H5 1.0235 2.2229 1.2789  0.20
H6 0.3680 2.6332 -0.3057  0.23

Cartesian forces (eV/Å) of the 2 atoms listed first:
-0.37 2.06 1.69
-1.84 -0.50 -0.16

Results
Multiplicity: 1
SMILES: C1=C\N=N/N=C/C/N=C/1
HOMO: -0.3175 hartree
ΔE to the lowest compared entry with this formula, charge and spin: 668.4 kJ/mol
Lowest unoccupied orbital energy: -0.74 eV

Q: Which molar mass values were calculated for the entries above? A: 215.0; 732.7; 864.4; 102.1; 109.0; 122.1, in g mol⁻¹.
Q: Which energy values were calculated for the entries above? A: -601.12945; -2638.37308; -4185.72920; -354.31948; -315.45781; -412.86908, in Eh.